1.
Density functional theory data (the ωB97M-V functional and the def2-TZVPD basis) for a structure of composition C46H56AsN8NaOSi2 at a distorted geometry.

Element x y z (Å)
Na (-0.633, 0.222, -0.581)
C (-2.292, 3.832, -1.023)
C (-2.018, 4.000, 0.482)
C (-1.466, 2.762, 1.228)
N (-1.966, 1.515, 0.689)
C (-3.248, 1.287, 0.675)
C (-4.184, 1.953, 1.528)
C (-5.561, 2.048, 1.500)
C (-6.467, 1.680, 0.516)
C (-6.099, 1.110, -0.709)
C (-4.913, 0.559, -1.114)
C (-3.685, 0.291, -0.388)
N (-2.822, -0.592, -0.755)
C (-3.112, -1.365, -1.953)
C (-2.078, -2.446, -2.253)
C (-0.612, -1.960, -2.441)
N (-0.492, -0.538, -2.626)
C (-0.643, 0.075, -3.748)
C (-0.864, -0.616, -4.992)
C (-1.073, -0.175, -6.277)
C (-1.144, 1.112, -6.804)
C (-0.963, 2.280, -6.067)
C (-0.694, 2.492, -4.734)
C (-0.510, 1.599, -3.618)
N (-0.213, 2.002, -2.424)
C (0.027, 3.397, -2.132)
C (-1.210, 4.299, -1.995)
H (-2.506, 2.785, -1.242)
H (-3.210, 4.378, -1.256)
H (-1.319, 4.829, 0.644)
H (-2.959, 4.287, 0.956)
H (-0.379, 2.730, 1.125)
H (-1.667, 2.897, 2.305)
H (-3.710, 2.469, 2.357)
H (-5.994, 2.558, 2.360)
H (-7.508, 1.950, 0.657)
H (-6.881, 1.094, -1.467)
H (-4.892, 0.220, -2.141)
H (-4.103, -1.839, -1.889)
H (-3.146, -0.689, -2.817)
H (-2.093, -3.183, -1.443)
H (-2.417, -2.959, -3.159)
H (-0.065, -2.195, -1.525)
H (-0.135, -2.561, -3.228)
H (-0.852, -1.695, -4.887)
H (-1.204, -0.976, -7.005)
H (-1.340, 1.212, -7.866)
H (-1.045, 3.200, -6.647)
H (-0.591, 3.537, -4.475)
H (0.572, 3.420, -1.180)
H (0.700, 3.858, -2.871)
H (-0.852, 5.297, -1.708)
H (-1.683, 4.408, -2.974)
C (3.539, 3.291, 2.013)
C (2.502, 2.605, 1.327)
N (1.829, 1.625, 1.861)
C (2.158, 1.214, 3.110)
C (3.136, 1.854, 3.897)
C (3.836, 2.930, 3.292)
C (3.378, 1.409, 5.217)
C (2.678, 0.350, 5.729)
C (1.737, -0.332, 4.931)
C (1.489, 0.079, 3.650)
N (0.579, -0.620, 2.825)
C (-0.778, -0.803, 3.185)
C (-1.456, 0.211, 3.804)
C (-2.825, 0.086, 4.102)
C (-3.515, -1.024, 3.710)
C (-2.833, -2.094, 3.090)
C (-3.495, -3.268, 2.656)
C (-2.767, -4.299, 2.151)
C (-1.356, -4.177, 2.130)
N (-0.711, -3.105, 2.489)
C (-1.437, -2.030, 2.897)
H (4.072, 4.087, 1.510)
H (2.245, 2.859, 0.303)
H (4.613, 3.437, 3.855)
H (4.127, 1.918, 5.812)
H (2.869, 0.004, 6.737)
H (1.211, -1.196, 5.317)
H (-0.941, 1.137, 4.023)
H (-3.339, 0.911, 4.576)
H (-4.586, -1.090, 3.846)
H (-4.576, -3.316, 2.724)
H (-3.238, -5.200, 1.782)
H (-0.749, -5.015, 1.801)
C (4.441, -1.258, 0.853)
Si (4.892, -0.303, -0.726)
C (5.915, -1.566, -1.717)
C (6.195, 0.950, -0.112)
As (2.971, 0.471, -1.737)
Si (4.067, 1.919, -3.141)
C (2.988, 2.359, -4.630)
C (4.487, 3.598, -2.336)
C (5.717, 1.384, -3.931)
H (5.299, -1.829, 1.222)
H (3.617, -1.948, 0.664)
H (4.111, -0.579, 1.641)
H (6.773, -1.925, -1.139)
H (6.281, -1.142, -2.653)
H (5.285, -2.421, -1.970)
H (7.014, 0.436, 0.403)
H (5.743, 1.654, 0.589)
H (6.622, 1.531, -0.931)
H (2.130, 2.968, -4.343)
H (2.584, 1.462, -5.100)
H (3.568, 2.913, -5.375)
H (3.570, 4.077, -1.987)
H (4.987, 4.278, -3.035)
H (5.136, 3.451, -1.471)
H (5.591, 0.456, -4.491)
H (6.505, 1.222, -3.195)
H (6.054, 2.162, -4.625)
O (0.264, -1.194, 0.757)
N (1.079, -0.854, 1.575)

Its total charge is -2. The calculation puts the frontier orbital gap at 4.27 eV. The value obtained for the highest occupied orbital energy is -0.72 eV.

---

2.
Density functional theory data (the ωB97M-V functional and the def2-TZVPD basis) for a cluster of 7 separate species, C31H57F18N4O8 in total.

Element x y z (Å)
C (2.071, 0.542, 6.042)
C (1.055, 1.604, 5.638)
C (0.731, 1.678, 4.134)
C (1.101, 3.008, 3.518)
C (2.608, 3.267, 3.411)
C (3.440, 2.839, 2.185)
C (4.058, 1.436, 2.025)
F (5.404, 1.590, 1.937)
F (3.817, 0.602, 3.073)
C (3.610, 0.719, 0.701)
F (2.279, 0.998, 0.468)
F (4.309, 1.292, -0.293)
C (3.874, -0.828, 0.535)
F (3.770, -1.082, -0.788)
F (5.145, -1.035, 0.933)
C (2.945, -1.863, 1.262)
F (3.478, -2.183, 2.457)
F (1.732, -1.305, 1.466)
C (2.773, -3.161, 0.433)
F (4.020, -3.552, 0.098)
F (2.074, -2.882, -0.675)
C (2.127, -4.427, 1.134)
F (3.087, -4.958, 1.906)
F (1.834, -5.269, 0.123)
C (0.836, -4.378, 2.028)
F (0.645, -5.659, 2.389)
F (1.084, -3.651, 3.128)
C (-0.505, -3.858, 1.379)
F (-0.795, -2.654, 1.873)
F (-0.377, -3.749, 0.061)
F (-1.485, -4.687, 1.663)
C (0.472, 4.173, 4.276)
N (-0.923, 4.005, 4.525)
C (-1.759, 3.818, 3.369)
N (-2.768, 2.833, 3.693)
C (-2.280, 5.255, 3.037)
O (-1.601, 6.225, 3.223)
N (-3.609, 5.364, 2.510)
C (-3.727, 4.955, 1.181)
O (-3.817, 3.838, 0.793)
F (-3.635, 5.985, 0.354)
C (-1.040, 3.303, 2.073)
N (0.473, 3.103, 2.144)
H (3.088, 0.911, 5.929)
H (1.949, 0.273, 7.085)
H (1.995, -0.336, 5.425)
H (0.127, 1.408, 6.169)
H (1.412, 2.560, 6.013)
H (1.203, 0.876, 3.588)
H (-0.340, 1.525, 4.008)
H (2.712, 4.353, 3.398)
H (3.061, 2.938, 4.340)
H (2.926, 3.099, 1.266)
H (4.315, 3.481, 2.184)
H (1.015, 4.338, 5.199)
H (0.603, 5.080, 3.682)
H (-1.139, 3.332, 5.242)
H (-3.437, 3.209, 4.352)
H (-3.270, 2.522, 2.871)
H (-4.002, 6.281, 2.687)
H (-1.163, 4.021, 1.271)
H (-1.500, 2.384, 1.727)
H (0.705, 2.255, 1.626)
H (0.921, 3.870, 1.646)
C (-4.823, -0.543, -0.287)
C (-4.272, 0.858, -0.127)
O (-2.999, 0.911, 0.543)
H (-4.949, -1.021, 0.684)
H (-5.786, -0.519, -0.796)
H (-4.150, -1.162, -0.885)
H (-4.939, 1.467, 0.479)
H (-4.175, 1.340, -1.103)
H (-2.378, 0.404, 0.010)
C (-9.986, -1.152, -1.507)
C (-8.732, -0.497, -2.055)
O (-7.763, -1.443, -2.507)
H (-9.739, -1.822, -0.685)
H (-10.693, -0.404, -1.147)
H (-10.482, -1.740, -2.282)
H (-8.233, 0.084, -1.279)
H (-8.991, 0.188, -2.869)
H (-8.171, -1.967, -3.202)
C (2.381, -1.057, -4.744)
C (2.733, 0.414, -4.703)
O (2.057, 1.078, -3.622)
H (1.304, -1.187, -4.865)
H (2.891, -1.564, -5.561)
H (2.672, -1.543, -3.811)
H (2.427, 0.910, -5.620)
H (3.813, 0.544, -4.589)
H (2.342, 0.645, -2.813)
C (3.738, 3.887, -8.620)
C (3.013, 2.807, -7.840)
O (3.769, 1.602, -7.741)
H (3.980, 3.532, -9.622)
H (3.126, 4.786, -8.706)
H (4.673, 4.160, -8.126)
H (2.088, 2.528, -8.342)
H (2.755, 3.171, -6.839)
H (4.593, 1.807, -7.290)
C (5.743, -4.130, -5.576)
C (6.048, -2.648, -5.483)
O (5.357, -2.017, -4.404)
H (4.671, -4.290, -5.694)
H (6.258, -4.583, -6.424)
H (6.063, -4.649, -4.669)
H (5.716, -2.131, -6.381)
H (7.127, -2.488, -5.381)
H (5.641, -2.439, -3.588)
C (-4.577, -6.369, 0.815)
C (-4.630, -6.656, 2.304)
O (-5.954, -6.882, 2.774)
H (-5.197, -5.505, 0.576)
H (-3.556, -6.166, 0.491)
H (-4.952, -7.219, 0.240)
H (-4.266, -5.799, 2.870)
H (-3.992, -7.512, 2.550)
H (-6.310, -7.647, 2.314)

Its total charge is +1. The calculation puts the frontier orbital gap at 8.85 eV. The value obtained for the highest occupied orbital energy is -11.57 eV.

---

3.
Density functional theory data (the ωB97M-V functional and the def2-TZVPD basis) for the molecule C5H6O at a distorted geometry.

Element x y z (Å)
O (-1.567, 0.941, 1.147)
C (-0.647, 0.683, 0.189)
C (-0.996, -0.286, -0.839)
C (0.056, -0.989, 0.075)
C (1.372, -0.408, -0.390)
C (0.701, 0.554, 0.516)
H (-1.092, 0.384, 1.825)
H (-2.020, -0.652, -0.770)
H (-0.670, -0.072, -1.852)
H (1.485, -0.121, -1.436)
H (2.277, -0.845, 0.037)
H (1.100, 0.812, 1.497)

The calculation puts the frontier orbital gap at 9.35 eV. The calculation puts the energy above the lowest of the compared OMol25 structures with the same formula, charge and spin at 4.092 eV. The SMILES is O[C@]12C[C@@]13C[C@H]32. The value obtained for the highest occupied orbital energy is -8.43 eV.

---

4.
Density functional theory data (the ωB97M-V functional and the def2-TZVPD basis) for a structure of composition C27H53B2BeCaF2IKN3O21Si2 at a distorted geometry.

Element x y z (Å)
C (4.551, -5.446, 1.439)
O (3.593, -6.331, 0.790)
C (3.369, -5.857, -0.539)
C (1.813, -5.607, -0.832)
C (1.382, -4.149, -0.251)
C (0.354, -3.346, -1.193)
C (-1.178, -3.944, -1.146)
C (-1.507, -4.744, 0.161)
C (-2.945, -5.451, -0.068)
I (-1.751, -3.469, 1.908)
N (0.718, -3.303, -2.636)
C (2.035, -2.724, -2.923)
O (2.015, -1.275, -3.000)
O (3.081, -0.884, -2.199)
C (0.206, -1.879, -0.531)
O (0.765, -1.572, 0.551)
O (-0.537, -1.059, -1.212)
H (4.609, -5.745, 2.524)
H (5.569, -5.545, 0.951)
H (4.168, -4.384, 1.414)
H (3.808, -6.599, -1.285)
H (3.946, -4.895, -0.715)
H (1.732, -5.651, -1.986)
H (1.159, -6.441, -0.438)
H (1.064, -4.203, 0.829)
H (2.352, -3.559, -0.238)
H (-1.354, -4.660, -2.046)
H (-1.952, -3.124, -1.263)
H (-0.807, -5.606, 0.379)
H (-2.794, -6.439, -0.598)
H (-3.504, -4.782, -0.790)
H (-3.502, -5.542, 0.899)
H (0.554, -4.176, -3.109)
H (2.883, -3.069, -2.272)
H (2.311, -3.059, -3.981)
H (2.864, -1.109, -1.265)
Ca (0.083, -5.758, -3.160)
C (-4.844, -3.046, 6.532)
C (-3.920, -4.226, 6.384)
O (-4.332, -5.350, 6.164)
N (-2.574, -4.007, 6.506)
C (-1.887, -2.761, 6.764)
H (-5.873, -3.378, 6.410)
H (-4.737, -2.606, 7.525)
H (-4.628, -2.300, 5.764)
H (-2.022, -4.845, 6.395)
H (-1.201, -2.570, 5.931)
H (-1.309, -2.871, 7.683)
H (-2.574, -1.926, 6.866)
C (0.344, 1.356, -3.615)
O (0.306, 2.480, -4.400)
H (-0.604, 0.808, -3.486)
H (1.017, 0.542, -3.934)
H (0.655, 1.488, -2.561)
C (-4.325, -6.783, -4.606)
O (-3.243, -5.854, -4.546)
H (-4.028, -7.701, -4.099)
H (-5.200, -6.362, -4.108)
H (-4.561, -7.006, -5.648)
H (-3.534, -5.049, -5.003)
Be (2.320, 2.868, -4.222)
B (-7.064, -2.358, -4.319)
O (-7.856, -2.450, -5.560)
C (-7.078, -2.999, -6.491)
O (-7.414, -3.219, -7.622)
C (-5.745, -3.291, -5.903)
O (-4.804, -3.792, -6.471)
O (-5.730, -2.918, -4.632)
O (-6.956, -0.962, -3.862)
C (-7.478, -0.901, -2.635)
O (-7.548, 0.097, -1.973)
C (-7.948, -2.252, -2.236)
O (-8.466, -2.544, -1.192)
O (-7.704, -3.113, -3.225)
C (3.025, 2.910, -0.409)
Si (2.138, 4.315, 0.480)
C (0.444, 3.678, 0.981)
C (1.911, 5.707, -0.762)
N (3.110, 4.777, 1.833)
Si (2.645, 6.051, 2.917)
C (1.030, 5.697, 3.813)
C (2.502, 7.708, 2.055)
C (3.987, 6.211, 4.231)
H (2.442, 2.581, -1.275)
H (4.009, 3.235, -0.756)
H (3.157, 2.054, 0.258)
H (-0.036, 3.182, 0.132)
H (-0.214, 4.490, 1.299)
H (0.521, 2.953, 1.794)
H (2.864, 6.187, -0.992)
H (1.219, 6.465, -0.392)
H (1.497, 5.313, -1.694)
H (0.169, 5.812, 3.153)
H (0.902, 6.398, 4.643)
H (1.022, 4.684, 4.224)
H (3.369, 7.894, 1.417)
H (2.450, 8.512, 2.794)
H (1.600, 7.768, 1.444)
H (4.948, 6.451, 3.772)
H (4.091, 5.279, 4.793)
H (3.733, 7.010, 4.934)
B (5.180, 10.296, -2.765)
O (3.851, 10.547, -2.162)
C (3.857, 10.020, -0.948)
O (2.924, 10.046, -0.182)
C (5.180, 9.396, -0.686)
O (5.510, 8.829, 0.329)
O (5.958, 9.555, -1.745)
F (5.819, 11.525, -3.069)
F (5.044, 9.511, -3.941)
O (3.764, 8.429, 7.645)
H (3.192, 7.686, 7.426)
H (4.235, 8.612, 6.823)
K (0.346, -2.587, 3.840)

The calculation puts the frontier orbital gap at 1.32 eV. The value obtained for the highest occupied orbital energy is -6.58 eV.

---

5.
Density functional theory data (the ωB97M-V functional and the def2-TZVPD basis) for a structure of composition C7H12CaN3 at a distorted geometry.

Element x y z (Å)
C (-1.125, -1.124, -1.793)
Ca (0.477, -0.383, 0.082)
N (1.644, 0.984, -1.656)
H (-1.664, -0.115, 1.100)
H (-1.488, 0.415, 0.617)
H (-2.126, -1.385, -1.484)
H (-0.574, -2.008, -2.070)
H (-1.153, -0.423, -2.620)
H (2.662, 0.834, -1.624)
H (1.492, 1.995, -1.529)
H (1.337, 0.760, -2.612)
N (5.363, -0.488, 4.055)
C (4.483, 0.156, 3.628)
C (3.404, 0.932, 3.100)
C (3.199, 2.254, 3.490)
C (2.129, 2.933, 2.933)
C (1.297, 2.322, 2.020)
N (1.518, 1.039, 1.640)
C (2.550, 0.334, 2.170)
H (3.867, 2.725, 4.218)
H (1.934, 3.962, 3.204)
H (0.433, 2.838, 1.578)
H (2.698, -0.714, 1.855)

Its total charge is -1. The calculation puts the frontier orbital gap (alpha / beta) at 3.02 / 3.18 eV. The calculation puts the energy above the lowest of the compared OMol25 structures with the same formula, charge and spin at 0.000 eV. The value obtained for the highest occupied orbital energy (alpha / beta) is -0.25 / -0.34 eV.

---

6.
Density functional theory data (the ωB97M-V functional and the def2-TZVPD basis) for the molecule C5H8N2.

Element x y z (Å)
C (-0.560, -2.058, 1.027)
N (0.330, -0.955, 0.480)
C (0.915, 0.030, 1.120)
C (0.791, 1.265, 0.442)
C (-0.027, 1.008, -0.655)
N (-0.422, 1.863, -1.623)
C (-0.408, -0.401, -0.625)
H (-1.360, -1.002, 0.012)
H (-0.217, -2.997, 0.574)
H (-0.404, -2.122, 2.112)
H (1.344, -0.136, 2.104)
H (1.199, 2.216, 0.759)
H (0.054, 2.741, -1.753)
H (-0.934, 1.505, -2.413)
H (-0.301, -0.957, -1.561)

The calculation puts the frontier orbital gap at 7.21 eV. The calculation puts the energy above the lowest of the compared OMol25 structures with the same formula, charge and spin at 4.369 eV. The value obtained for the highest occupied orbital energy is -6.55 eV.